C90H220Br7N14O6 | the ωB97M-V functional and the def2-TZVPD basis

The value obtained for the HOMO energy is -18.12 eV. Its multiplicity is 1. The calculation puts the largest force on an atom at 0.060 hartree/bohr. The net charge is +7. Its total energy is -620277.849 eV. As for the frontier orbital gap: 8.34 eV.

Atoms and positions in Å:
C -2.714 1.906 -7.328
C -3.681 3.046 -7.079
C -4.093 3.796 -8.335
O -5.109 4.709 -7.955
C -4.877 6.099 -8.395
N -4.919 2.682 -6.374
H -5.461 1.969 -6.843
H -4.721 2.399 -5.389
H -5.431 3.592 -6.472
H -3.122 1.060 -7.918
H -2.329 1.496 -6.423
H -1.839 2.334 -7.845
H -3.127 3.751 -6.448
H -4.477 3.053 -9.065
H -3.213 4.258 -8.710
H -3.836 6.153 -8.599
H -5.223 6.629 -7.543
H -5.450 6.287 -9.305
C -4.049 5.394 6.837
C -4.728 5.235 5.491
C -5.355 6.510 4.923
O -4.402 7.516 4.965
C -4.822 8.589 5.767
N -3.633 4.655 4.632
H -3.276 3.789 5.094
H -3.930 4.329 3.704
H -2.930 5.417 4.482
H -3.056 5.840 6.772
H -3.905 4.431 7.292
H -4.648 6.000 7.544
H -5.580 4.483 5.567
H -6.228 6.670 5.581
H -5.670 6.360 3.897
H -4.074 9.419 5.659
H -4.924 8.279 6.768
H -5.797 9.025 5.418
C 6.940 7.249 -2.708
C 7.443 5.855 -2.494
C 6.458 4.907 -1.847
O 5.557 4.350 -2.805
C 4.999 3.071 -2.344
N 7.895 5.174 -3.789
H 7.117 4.589 -4.008
H 8.006 5.862 -4.608
H 8.756 4.634 -3.674
H 7.632 8.123 -2.580
H 6.128 7.482 -2.008
H 6.402 7.370 -3.609
H 8.327 5.899 -1.887
H 5.932 5.517 -1.097
H 6.981 4.086 -1.304
H 5.734 2.643 -1.677
H 4.804 2.411 -3.194
H 4.064 3.220 -1.810
C 1.416 7.481 3.435
C 1.485 6.348 4.444
C 0.120 5.832 4.806
O 0.213 4.613 5.584
C 0.277 4.771 7.002
N 2.329 5.219 3.934
H 2.000 4.952 2.982
H 3.332 5.502 3.920
H 2.286 4.375 4.518
H 2.397 7.820 3.059
H 0.808 8.263 3.911
H 0.806 7.108 2.589
H 2.040 6.624 5.357
H -0.455 5.504 3.981
H -0.391 6.568 5.419
H -0.109 5.750 7.309
H 1.303 4.649 7.378
H -0.305 4.009 7.469
C 3.852 -4.345 7.203
C 3.454 -3.191 6.326
C 3.008 -2.018 7.164
N 2.536 -0.802 6.379
C 3.605 -0.296 5.505
C 2.151 0.344 7.387
C 1.235 1.155 6.511
C 0.590 0.285 5.428
C 1.298 -1.055 5.596
H 2.984 -4.713 7.751
H 4.547 -4.105 8.040
H 4.187 -5.211 6.638
H 2.646 -3.579 5.717
H 4.316 -2.859 5.751
H 3.879 -1.646 7.722
H 2.238 -2.314 7.893
H 3.186 0.498 4.912
H 4.015 -1.115 4.931
H 4.386 0.118 6.153
H 3.035 0.932 7.512
H 1.746 -0.097 8.309
H 1.761 1.992 6.073
H 0.439 1.628 7.141
H 0.662 0.625 4.397
H -0.474 0.171 5.616
H 1.642 -1.537 4.630
H 0.576 -1.738 6.114
C -5.744 8.001 1.151
C -5.152 6.858 0.295
C -4.104 6.064 1.113
N -3.139 5.326 0.156
C -4.053 4.476 -0.713
C -2.181 4.518 0.917
C -1.237 3.960 -0.138
C -1.284 5.021 -1.302
C -2.261 6.090 -0.775
H -6.096 7.629 2.092
H -6.609 8.427 0.624
H -5.038 8.832 1.295
H -4.706 7.409 -0.530
H -5.964 6.240 0.066
H -4.563 5.305 1.745
H -3.420 6.771 1.647
H -4.403 5.179 -1.458
H -4.798 3.955 -0.084
H -3.451 3.664 -1.183
H -2.717 3.780 1.523
H -1.595 5.245 1.551
H -1.515 2.904 -0.530
H -0.237 3.811 0.264
H -1.621 4.455 -2.170
H -0.341 5.515 -1.511
H -2.937 6.630 -1.465
H -1.756 6.801 -0.160
C 8.063 0.393 -7.851
C 6.723 0.480 -8.623
C 5.951 -0.802 -8.533
N 4.527 -0.771 -9.015
C 3.786 0.374 -8.380
C 3.795 -2.081 -8.700
C 2.640 -2.235 -9.702
C 3.021 -1.295 -10.827
C 4.340 -0.596 -10.548
H 8.057 0.748 -6.854
H 8.871 0.914 -8.378
H 8.435 -0.640 -7.672
H 6.838 0.742 -9.647
H 6.112 1.286 -8.148
H 5.951 -1.221 -7.528
H 6.424 -1.639 -9.121
H 3.887 0.374 -7.278
H 2.762 0.204 -8.674
H 4.118 1.363 -8.715
H 3.353 -2.089 -7.723
H 4.549 -2.849 -8.764
H 1.704 -1.938 -9.194
H 2.545 -3.292 -9.921
H 2.333 -0.512 -11.088
H 3.163 -1.733 -11.805
H 4.484 0.392 -10.901
H 5.215 -1.075 -10.962
C 3.669 -8.307 2.257
C 2.590 -7.372 2.773
C 1.305 -7.562 1.957
N 0.155 -6.812 2.501
C -0.045 -7.072 3.961
C -1.095 -7.084 1.764
C -2.099 -5.896 1.984
C -1.112 -4.785 2.418
C 0.316 -5.301 2.314
H 4.546 -8.154 2.873
H 4.041 -8.109 1.259
H 3.303 -9.338 2.355
H 2.860 -6.320 2.754
H 2.368 -7.669 3.782
H 1.036 -8.628 1.955
H 1.442 -7.302 0.916
H -1.103 -6.820 4.125
H 0.563 -6.476 4.581
H -0.018 -8.134 4.171
H -1.442 -8.083 1.931
H -0.745 -6.956 0.727
H -2.713 -6.095 2.863
H -2.688 -5.758 1.050
H -1.290 -4.450 3.445
H -1.188 -3.867 1.853
H 1.102 -4.851 2.947
H 0.606 -5.118 1.274
C 6.840 -4.107 -5.486
C 5.350 -4.338 -5.227
C 5.096 -5.158 -3.966
N 3.875 -4.767 -3.163
C 2.617 -4.525 -3.987
C 4.059 -3.553 -2.271
C 3.124 -3.783 -1.049
C 2.822 -5.282 -1.005
C 3.529 -5.894 -2.257
H 6.994 -3.684 -6.493
H 7.370 -5.094 -5.496
H 7.303 -3.386 -4.836
H 5.020 -4.739 -6.176
H 4.928 -3.341 -5.170
H 5.961 -5.091 -3.274
H 4.982 -6.237 -4.147
H 1.799 -4.096 -3.394
H 2.363 -5.501 -4.372
H 2.773 -3.845 -4.841
H 3.838 -2.658 -2.865
H 5.140 -3.546 -2.032
H 2.181 -3.219 -1.334
H 3.451 -3.349 -0.095
H 1.713 -5.387 -0.931
H 3.210 -5.779 -0.100
H 2.863 -6.661 -2.745
H 4.421 -6.389 -2.002
C 7.740 -6.471 2.550
C 8.082 -5.077 2.098
C 7.373 -4.018 2.915
N 7.783 -2.635 2.609
C 9.231 -2.524 2.968
C 6.963 -1.684 3.456
C 7.125 -0.342 2.852
C 7.590 -0.598 1.346
C 7.360 -2.088 1.210
H 6.672 -6.611 2.512
H 8.125 -6.685 3.512
H 8.271 -7.076 1.837
H 7.781 -4.928 1.062
H 9.173 -5.077 2.137
H 7.556 -4.191 3.984
H 6.273 -4.134 2.690
H 9.541 -1.484 2.992
H 9.884 -3.012 2.265
H 9.473 -3.068 3.879
H 7.206 -1.751 4.485
H 5.898 -1.924 3.329
H 7.879 0.220 3.364
H 6.244 0.281 2.798
H 8.637 -0.268 1.107
H 6.831 -0.167 0.676
H 7.978 -2.550 0.461
H 6.284 -2.235 0.988
C -2.044 0.647 1.311
C -0.624 0.512 0.930
C -0.556 -0.303 -0.384
N 0.679 -0.096 -1.222
C 1.849 -0.583 -0.436
C 0.960 1.294 -1.704
C 0.069 1.508 -2.942
C -0.453 0.093 -3.327
C 0.368 -0.853 -2.513
H -2.075 1.216 2.243
H -2.609 -0.303 1.332
H -2.559 1.244 0.534
H 0.056 0.195 1.738
H -0.368 1.561 0.773
H -1.397 -0.048 -0.978
H -0.675 -1.327 -0.107
H 2.659 -0.801 -1.157
H 1.687 -1.461 0.154
H 2.176 0.243 0.248
H 2.035 1.269 -2.013
H 0.867 1.959 -0.878
H 0.738 1.810 -3.754
H -0.721 2.247 -2.745
H -0.201 -0.163 -4.388
H -1.494 -0.082 -3.319
H 1.360 -1.082 -2.968
H -0.151 -1.763 -2.233
C -3.464 -4.066 -7.455
C -3.974 -3.957 -6.106
C -3.314 -4.982 -5.217
N -3.781 -5.003 -3.769
C -3.537 -3.720 -3.055
C -3.080 -6.136 -3.072
C -3.939 -6.471 -1.847
C -5.395 -6.117 -2.189
C -5.278 -5.353 -3.525
H -3.896 -4.912 -8.035
H -2.378 -4.182 -7.512
H -3.695 -3.169 -8.029
H -5.058 -3.988 -6.089
H -3.816 -2.965 -5.709
H -2.286 -4.618 -5.233
H -3.417 -5.979 -5.625
H -3.558 -3.893 -2.026
H -4.274 -2.932 -3.416
H -2.503 -3.425 -3.262
H -2.113 -5.807 -2.669
H -2.926 -6.971 -3.750
H -3.607 -5.951 -0.956
H -3.637 -7.494 -1.728
H -5.875 -5.447 -1.477
H -6.095 -6.919 -2.222
H -5.901 -4.455 -3.538
H -5.639 -5.954 -4.372
C -8.983 1.376 0.804
N -8.176 0.710 -0.276
C -7.564 1.827 -1.094
C -7.069 -0.093 0.276
C -9.066 -0.095 -1.187
C -10.185 -0.963 -0.621
O -9.662 -1.954 0.233
H -9.439 0.494 1.349
H -9.759 2.068 0.418
H -8.387 1.919 1.624
H -6.915 1.432 -1.875
H -7.044 2.542 -0.457
H -8.332 2.416 -1.605
H -6.509 0.569 0.972
H -6.347 -0.380 -0.492
H -7.472 -0.968 0.801
H -8.459 -0.730 -1.831
H -9.571 0.652 -1.819
H -10.608 -1.432 -1.519
H -11.034 -0.443 -0.177
H -10.395 -2.453 0.641
C -5.369 -0.390 8.036
N -6.392 0.681 7.701
C -6.485 0.759 6.190
C -7.709 0.299 8.242
C -5.900 1.906 8.346
C -6.650 3.226 8.087
O -7.913 3.127 8.723
H -5.690 -1.358 7.692
H -5.334 -0.399 9.136
H -4.422 -0.117 7.634
H -6.736 -0.284 5.849
H -5.490 1.094 5.890
H -7.270 1.534 5.983
H -7.614 0.260 9.330
H -8.035 -0.668 7.810
H -8.429 1.074 7.995
H -4.882 1.997 8.035
H -5.912 1.806 9.437
H -6.689 3.373 6.990
H -6.035 4.026 8.536
H -8.319 3.972 8.508
Br 2.139 4.023 1.199
Br -5.557 3.169 2.375
Br 3.534 -2.314 2.353
Br 3.155 -0.581 -4.569
Br -4.087 1.905 -3.408
Br -2.661 1.942 5.729
Br -0.675 -4.281 -1.155

These are the Mulliken partial charges, in e, on atoms 1 to 4: C -1.213; C 0.558; C -0.845; O -0.420